Entry one
Formula: H12LiO6
Source: OMol25
Level of theory: the ωB97M-V functional and the def2-TZVPD basis

charge = +1
highest occupied orbital energy = -14.9 eV
Kohn-Sham gap = 11.78 eV

```
19
H12LiO6 the ωB97M-V functional and the def2-TZVPD basis
Li -6.8593 7.2388 2.7935
O -7.8390 8.9873 2.8224
H -7.6447 9.4972 3.6088
H -8.7703 9.1394 2.6618
O -5.1207 4.7741 1.8529
H -5.7626 5.2709 1.3455
H -5.0430 3.9397 1.3903
O -8.2522 5.7977 3.7910
H -8.2954 5.5798 4.7221
H -8.6331 5.0389 3.3490
O -7.3251 6.5221 0.8832
H -7.6332 5.8155 0.3158
H -7.4161 7.3133 0.3521
O -5.0359 7.7891 1.9302
H -4.5737 8.6058 2.1186
H -4.4301 7.2918 1.3806
O -6.1876 7.4040 4.7902
H -6.0089 7.6805 5.6890
H -5.4422 6.8507 4.5567
```

Entry two
Formula: H12LiO6
Source: OMol25
Level of theory: the ωB97M-V functional and the def2-TZVPD basis

charge = +1
highest occupied orbital energy = -13.5 eV
Kohn-Sham gap = 9.81 eV

```
19
H12LiO6 the ωB97M-V functional and the def2-TZVPD basis
Li 0.3102 0.0349 -0.3183
O 0.6637 -1.4306 0.6677
H 1.5796 -1.0586 0.9128
H 0.5529 -2.2173 0.3694
O -1.9317 0.1292 0.1372
H -2.4869 -0.1292 -0.5767
H -2.1940 0.9790 0.5046
O -2.2784 -0.9009 2.2919
H -2.6235 -1.8049 2.2690
H -1.9388 -0.7217 1.3661
O 0.4788 1.7558 -1.3922
H 0.1571 1.8650 -2.2617
H 1.1631 2.3907 -1.2867
O 1.6900 -1.0937 -1.6267
H 1.3327 -1.8211 -2.2902
H 2.2900 -0.3281 -2.1108
O 1.3086 1.4553 0.8028
H 1.1736 0.7104 1.4261
H 0.7531 2.1859 1.1157
```

Which of them is the most stable? Correct choice: entry one.

Entry one
Formula: C6H9NS
Source: OMol25
Level of theory: the ωB97M-V functional and the def2-TZVPD basis

SMILES = C=C(C)/C=C\NC=S
highest occupied orbital energy = -8.2 eV
Kohn-Sham gap = 8.19 eV

```
17
C6H9NS the ωB97M-V functional and the def2-TZVPD basis
C -0.4028 -0.9572 1.2095
C -0.9670 -0.3150 0.1621
C -1.9688 -1.0616 -0.7077
C -0.6433 1.0954 -0.1901
C 0.5279 1.6943 0.0375
N 1.7422 1.0855 0.1429
C 2.1150 -0.1190 -0.3342
S 3.5941 -0.7525 -0.1790
H -0.6596 -2.0210 1.4758
H 0.2870 -0.4379 1.8975
H -2.1093 -2.0548 -0.3108
H -2.9018 -0.4767 -0.8350
H -1.6001 -1.1296 -1.7016
H -1.4278 1.7488 -0.5623
H 0.6444 2.7648 0.1527
H 2.4585 1.6193 0.6155
H 1.3114 -0.6827 -0.8729
```

Entry two
Formula: C6H9NS
Source: OMol25
Level of theory: the ωB97M-V functional and the def2-TZVPD basis

highest occupied orbital energy = -8.8 eV
Kohn-Sham gap = 9.14 eV

```
17
C6H9NS the ωB97M-V functional and the def2-TZVPD basis
C 0.5310 -0.3877 -0.8767
C -0.9461 -0.1593 -1.3319
C 0.8318 -0.0281 0.4898
C 1.3228 -1.0503 1.2709
C 0.6954 1.1941 1.0606
C 0.8443 2.1539 1.7916
H 2.4889 0.8006 -1.0967
H 1.7530 -0.0661 -2.5345
H 0.8271 -1.3437 -1.1429
H -0.9501 1.0234 -1.2259
H -1.3537 -0.6303 -2.3873
H -3.4047 -0.7379 -0.6791
H 1.6947 -0.7057 2.2974
H 1.4806 -2.0664 1.1273
H 1.5042 3.0371 2.7246
N 1.4521 0.6223 -1.6153
S -2.1175 -0.8752 -0.0126
```

Which of them is the most stable? Correct choice: entry one.

Entry one
Formula: C6H9NS
Source: OMol25
Level of theory: the ωB97M-V functional and the def2-TZVPD basis

highest occupied orbital energy = -8.2 eV
Kohn-Sham gap = 9.10 eV

```
17
C6H9NS the ωB97M-V functional and the def2-TZVPD basis
C -2.0557 1.0280 0.0234
C -0.8483 0.0593 -0.2359
C -0.3427 -0.9236 0.7040
C 1.1794 -0.8652 0.9481
C 1.8069 0.0347 -0.0422
C 0.4523 0.6040 -0.8193
H -3.1576 0.7276 0.2511
H -1.8131 1.5575 1.2554
H -2.1934 1.8342 -0.8579
H -0.8969 -1.0856 1.5968
H 1.6718 -1.9998 0.9032
H 1.2959 -0.5069 1.9723
H 2.7361 0.5127 0.1691
H 1.7325 -0.2155 -2.2743
H 0.4073 1.4872 -1.5222
N 1.3445 -0.5619 -1.3785
S -1.3190 -1.6868 -0.6931
```

Entry two
Formula: C6H9NS
Source: OMol25
Level of theory: the ωB97M-V functional and the def2-TZVPD basis

highest occupied orbital energy (alpha / beta) = -7.2 / -7.0 eV
Kohn-Sham gap (alpha / beta) = 6.08 / 5.88 eV

```
17
C6H9NS the ωB97M-V functional and the def2-TZVPD basis
C -1.4375 -0.6100 -0.1069
C -3.1724 0.9557 -0.1038
C -2.7507 -0.3054 0.1147
C 1.1403 -1.3615 -0.7841
C 1.2653 0.1810 -0.5731
C 1.7662 0.3224 0.8657
N 0.2317 0.8352 -0.9479
S -0.4999 -1.9941 -0.0459
H -4.1004 1.3383 0.0042
H -2.4637 1.5608 -0.6629
H -3.4294 -1.2013 0.3193
H 0.9770 -1.5038 -1.8356
H 2.0441 -1.7069 -0.3070
H 2.2127 0.1359 -1.2299
H 1.0553 0.0077 1.6033
H 2.0110 1.4213 1.0962
H 2.7340 -0.1638 1.1503
```

Entry three
Formula: C6H9NS
Source: OMol25
Level of theory: the ωB97M-V functional and the def2-TZVPD basis

highest occupied orbital energy (alpha / beta) = -7.9 / -7.6 eV
Kohn-Sham gap (alpha / beta) = 8.39 / 7.13 eV

```
17
C6H9NS the ωB97M-V functional and the def2-TZVPD basis
C -0.2148 -1.8750 0.9793
C 1.0615 -1.6356 0.8273
C -1.1619 -0.7719 0.5263
C -0.6610 1.3799 -0.8340
C 0.8730 1.7845 -0.5317
C -0.7488 -0.1045 -0.7473
N 1.5773 -0.5648 0.1286
S 1.4010 0.9388 0.8804
H -0.4713 -2.7477 1.5237
H 1.8169 -2.3356 1.0457
H -2.1026 -1.2181 0.2948
H -1.2613 0.0116 1.3266
H -1.2312 1.9254 -0.0781
H -0.8440 1.7135 -1.7724
H 1.3519 1.2804 -1.2744
H 1.1072 2.9251 -0.6231
H -0.4918 -0.7059 -1.6717
```

Which of them is the most stable? Correct choice: entry one.

Entry one
Formula: C3H6N2O2S
Source: OMol25
Level of theory: the ωB97M-V functional and the def2-TZVPD basis

highest occupied orbital energy (alpha / beta) = -9.2 / -8.7 eV
Kohn-Sham gap (alpha / beta) = 8.58 / 7.32 eV

```
14
C3H6N2O2S the ωB97M-V functional and the def2-TZVPD basis
C 0.1077 -0.0855 0.1467
C -0.1434 0.1057 -1.3725
C 0.3335 2.1563 0.9449
N -0.0446 -1.4156 0.6238
N 0.4157 0.7601 1.0667
O 0.4172 -3.9324 1.1669
O -0.7415 -2.1354 -0.2126
S -0.6642 -3.8599 0.1387
H 0.3822 -0.5391 -2.0891
H 0.2003 1.1265 -1.4844
H -1.1458 0.1962 -1.5695
H 1.2442 2.6986 1.2009
H 0.1672 2.3310 -0.0955
H -0.5286 2.5935 1.5349
```

Entry two
Formula: C3H6N2O2S
Source: OMol25
Level of theory: the ωB97M-V functional and the def2-TZVPD basis

SMILES = C[C@@H]1ONC(=O)NS1
highest occupied orbital energy = -8.8 eV
Kohn-Sham gap = 9.12 eV

```
14
C3H6N2O2S the ωB97M-V functional and the def2-TZVPD basis
C -1.5181 -0.7778 0.7017
C -0.9632 0.2024 -0.4643
O -0.0419 -0.4452 -1.2896
N 0.9867 -0.8177 -0.4819
C 1.8068 0.2896 -0.1602
O 3.0414 0.0819 0.0472
N 1.0091 1.3292 0.3959
S -0.4097 1.7896 -0.4376
H -2.3285 -1.6231 0.1133
H -0.6804 -1.2966 1.5889
H -2.1187 -0.0229 1.5163
H -1.9752 0.3296 -0.9544
H 1.6239 -1.4531 -0.9983
H 1.5679 2.4141 0.4230
```

Which of them is the most stable? Correct choice: entry one.

Entry one
Formula: C3H6N2O2S
Source: OMol25
Level of theory: the ωB97M-V functional and the def2-TZVPD basis

SMILES = C/C(=N/O)ONC=S
highest occupied orbital energy = -8.6 eV
Kohn-Sham gap = 9.05 eV

```
14
C3H6N2O2S the ωB97M-V functional and the def2-TZVPD basis
C 1.3881 1.5335 -0.2065
C 1.0129 0.0103 0.0500
N 1.6781 -1.1104 -0.2948
O 1.1162 -2.3074 0.1608
O -0.1358 0.1185 0.7925
N -1.2136 -0.5244 0.2786
C -2.4292 0.1090 0.2004
S -3.9396 -0.5195 -0.1500
H 0.5040 2.0586 -0.7603
H 1.5928 2.1442 0.6303
H 2.3117 1.6980 -0.7371
H 1.5819 -2.7851 -0.6279
H -1.0268 -1.5629 0.4341
H -2.4408 1.1377 0.2298
```

Entry two
Formula: C3H6N2O2S
Source: OMol25
Level of theory: the ωB97M-V functional and the def2-TZVPD basis

SMILES = O/N=C/CC(=S)NO
highest occupied orbital energy = -8.7 eV
Kohn-Sham gap = 9.21 eV

```
14
C3H6N2O2S the ωB97M-V functional and the def2-TZVPD basis
O 2.7335 -0.7058 -0.7193
N 1.6212 -0.1246 -0.1837
C 0.7021 -0.9225 0.1804
C -0.4732 -0.5124 0.9937
C -1.5715 -0.0397 0.0315
S -2.7774 -0.9287 -0.5532
N -1.4433 1.2408 -0.3206
O -0.2982 2.0094 -0.0688
H 3.3093 0.0423 -1.0057
H 0.8038 -1.9473 -0.1597
H -0.1832 0.2579 1.7290
H -0.8803 -1.3908 1.5342
H -2.0328 1.5444 -1.0692
H 0.4900 1.4769 -0.3886
```

Entry three
Formula: C3H6N2O2S
Source: OMol25
Level of theory: the ωB97M-V functional and the def2-TZVPD basis

highest occupied orbital energy = -9.6 eV
Kohn-Sham gap = 9.97 eV

```
14
C3H6N2O2S the ωB97M-V functional and the def2-TZVPD basis
C 1.2270 -1.7756 -0.0973
C -0.1690 -1.1212 0.0348
C -0.8895 1.2274 0.1510
N 2.1976 -1.0149 -0.3826
N 0.0681 0.2867 -0.3820
O -2.1905 1.1232 -0.4883
O 2.0854 1.2217 0.9330
S 1.7731 0.5942 -0.3919
H 1.2652 -2.7503 0.1361
H -0.7876 -1.5409 -0.7304
H -0.6572 -1.2507 1.0375
H -2.4386 1.7061 -1.1894
H -0.9989 1.0887 1.3249
H -0.4851 2.2056 0.0445
```

Which of them is the most stable? Correct choice: entry three.

Entry one
Formula: C7H17N
Source: OMol25
Level of theory: the ωB97M-V functional and the def2-TZVPD basis

SMILES = CC(C)(C)C.[H]/N=C/C
highest occupied orbital energy = -9.2 eV
Kohn-Sham gap = 10.12 eV

```
25
C7H17N the ωB97M-V functional and the def2-TZVPD basis
C -1.8876 1.0622 0.5360
C -0.9513 0.6184 -0.5770
C -1.6702 0.5180 -1.9115
C -0.5864 -1.1613 -0.2046
C 0.2703 1.4462 -0.6466
H -2.7524 0.4056 0.6124
H -1.3655 1.0749 1.4905
H -2.2543 2.0714 0.3403
H -2.4867 -0.2015 -1.8635
H -2.0807 1.4892 -2.1939
H -0.9905 0.1989 -2.7012
H -1.6198 -1.4983 -0.1700
H -0.2641 -1.5814 0.7395
H -0.0987 -1.5226 -1.1058
H 0.9981 1.1487 0.2180
H 0.8357 1.3103 -1.5658
H 0.0887 2.5045 -0.4682
H 1.4040 0.9618 2.3028
N 1.8634 0.4853 1.5277
C 1.7645 -0.7940 1.5832
C 2.5006 -1.6447 0.6045
H 1.1841 -1.3127 2.3511
H 1.9396 -2.5454 0.3609
H 2.7070 -1.0843 -0.3047
H 3.4521 -1.9493 1.0459
```

Entry two
Formula: C7H17N
Source: OMol25
Level of theory: the ωB97M-V functional and the def2-TZVPD basis

highest occupied orbital energy = -8.0 eV
Kohn-Sham gap = 8.34 eV

```
25
C7H17N the ωB97M-V functional and the def2-TZVPD basis
C 0.6982 -2.7233 1.2254
N 0.4305 -0.0002 -0.4438
C -0.7579 0.2630 0.0386
C 0.3312 1.0059 -1.5118
C -0.6457 0.7527 -2.7357
C 0.2498 2.6206 -1.2873
C -1.0548 0.8359 1.4084
C 1.1063 -2.3434 2.6595
H -0.3629 -2.5289 1.0539
H 0.8800 -3.7171 0.8152
H 1.1822 -1.9883 0.5707
H -1.6171 -0.2112 -0.4601
H 1.3035 1.0293 -2.0384
H -0.1215 1.0349 -3.6518
H -0.7936 -0.3383 -2.8141
H -1.6361 1.2298 -2.7395
H 0.6388 3.0857 -0.3766
H 0.6797 3.0895 -2.1690
H -0.8351 2.7982 -1.3635
H -1.4685 1.8178 1.1255
H -1.8230 0.1440 1.7596
H -0.1476 0.8662 1.9985
H 2.2035 -2.2560 2.6724
H 0.6873 -1.3550 2.8709
H 0.8725 -3.1118 3.3928
```

Which of them is the most stable? Correct choice: entry one.